[1]
Entry from the OMol25 dataset: C28H25BN8O6PRb as an isolated structure (wB97M-V/def2-TZVPD).

Element x y z (Å)
1 Rb 0.04 -0.11 -0.21
2 C 4.45 1.23 0.03
3 C 3.17 1.78 0.15
4 N 2.48 1.19 1.12
5 N 3.29 0.25 1.63
6 C 4.48 0.26 1.02
7 B 2.87 -0.69 2.79
8 N 2.41 -2.06 2.27
9 C 3.13 -3.19 2.35
10 C 2.46 -4.17 1.65
11 C 1.32 -3.52 1.17
12 N 1.28 -2.26 1.57
13 N 1.83 0.08 3.63
14 C 2.15 1.08 4.47
15 C 0.99 1.57 5.03
16 C -0.01 0.77 4.44
17 N 0.51 -0.12 3.61
18 H 5.22 1.49 -0.67
19 H 2.71 2.56 -0.43
20 H 5.26 -0.43 1.31
21 H 3.86 -0.88 3.46
22 H 4.06 -3.21 2.88
23 H 2.77 -5.19 1.48
24 H 0.54 -3.90 0.54
25 H 3.18 1.37 4.60
26 H 0.88 2.37 5.74
27 H -1.07 0.80 4.59
28 O -2.52 6.01 -0.46
29 C -2.21 5.86 0.81
30 O -2.33 6.75 1.63
31 C -1.68 4.53 1.20
32 C -1.12 4.26 2.43
33 N -0.73 2.98 2.41
34 N -1.02 2.38 1.25
35 C -1.60 3.30 0.50
36 C -2.03 2.95 -0.91
37 O -2.39 3.94 -1.62
38 O -2.01 1.77 -1.25
39 H -2.33 5.13 -0.98
40 H -0.96 4.90 3.28
41 H -0.22 2.45 3.11
42 O 1.33 -3.88 -2.99
43 C 0.85 -2.75 -2.88
44 O 0.89 -1.98 -1.88
45 C 0.11 -2.11 -4.07
46 P -0.57 -0.56 -3.39
47 C 0.85 0.62 -3.53
48 C 0.54 1.98 -3.53
49 C 1.55 2.93 -3.58
50 C 2.88 2.53 -3.64
51 C 3.19 1.18 -3.63
52 C 2.18 0.23 -3.56
53 C -1.52 0.10 -4.85
54 C -2.76 0.67 -4.60
55 C -3.54 1.18 -5.63
56 C -3.08 1.12 -6.93
57 C -1.83 0.57 -7.20
58 C -1.06 0.08 -6.16
59 H -0.71 -2.76 -4.41
60 H 0.79 -1.99 -4.92
61 H -0.49 2.30 -3.45
62 H 1.29 3.98 -3.56
63 H 3.67 3.28 -3.67
64 H 4.22 0.86 -3.64
65 H 2.44 -0.81 -3.50
66 H -3.10 0.74 -3.57
67 H -4.49 1.63 -5.41
68 H -3.68 1.52 -7.74
69 H -1.46 0.54 -8.22
70 H -0.08 -0.33 -6.38

* total charge: -2
* frontier orbital gap: 7.20 eV
* ΔE to the lowest compared entry with this formula, charge and spin: 0.553 eV
* DFT total energy: -2362.06862 Eh

***

[2]
Entry from the OMol25 dataset: C29H26ClN4O7SY as an isolated structure (wB97M-V/def2-TZVPD).

Element x y z (Å)
1 Y 0.22 -0.16 -0.18
2 C -5.57 2.72 2.18
3 C -5.77 1.34 2.75
4 C -6.70 1.10 3.76
5 C -6.87 -0.16 4.30
6 C -6.12 -1.23 3.83
7 C -5.21 -1.02 2.81
8 C -5.03 0.26 2.28
9 N -4.09 0.47 1.24
10 C -2.75 0.24 1.30
11 N -2.28 -0.10 2.51
12 C -0.98 -0.45 2.99
13 C 0.15 -0.47 2.16
14 C 1.35 -0.83 2.78
15 C 1.44 -1.14 4.13
16 C 0.29 -1.11 4.91
17 C -0.93 -0.76 4.36
18 C -2.16 -0.73 5.23
19 N -2.00 0.39 0.23
20 C -2.65 0.74 -1.00
21 C -2.98 -0.28 -1.89
22 C -3.53 0.02 -3.13
23 C -3.77 1.34 -3.47
24 C -3.45 2.35 -2.57
25 C -2.89 2.08 -1.33
26 C -2.51 3.21 -0.41
27 H -6.12 3.46 2.76
28 H -5.92 2.77 1.15
29 H -4.52 2.99 2.18
30 H -7.29 1.93 4.14
31 H -7.59 -0.32 5.09
32 H -6.26 -2.22 4.23
33 H -4.63 -1.84 2.40
34 H -4.43 0.81 0.35
35 H -2.99 -0.12 3.22
36 H 2.27 -0.86 2.20
37 H 2.39 -1.42 4.57
38 H 0.34 -1.35 5.96
39 H -1.91 -1.01 6.25
40 H -2.93 -1.43 4.88
41 H -2.61 0.27 5.27
42 H -2.78 -1.31 -1.62
43 H -3.77 -0.78 -3.82
44 H -4.20 1.59 -4.43
45 H -3.63 3.38 -2.85
46 H -1.70 3.80 -0.85
47 H -2.16 2.85 0.56
48 H -3.36 3.88 -0.25
49 O 0.73 3.59 -1.72
50 Cl 1.25 2.28 -1.66
51 O 2.46 2.13 -2.36
52 O 0.24 1.30 -2.15
53 O 1.43 1.88 -0.24
54 O 2.08 -1.21 -1.28
55 C 1.43 -2.27 -1.42
56 N 0.10 -2.28 -1.24
57 S -0.52 -3.81 -1.21
58 O -0.90 -4.15 0.13
59 O -1.48 -3.97 -2.26
60 C 1.03 -4.58 -1.63
61 C 1.30 -5.92 -1.84
62 C 2.61 -6.25 -2.13
63 C 3.61 -5.28 -2.21
64 C 3.32 -3.94 -1.99
65 C 2.01 -3.61 -1.70
66 H 0.52 -6.67 -1.77
67 H 2.87 -7.29 -2.30
68 H 4.62 -5.58 -2.44
69 H 4.08 -3.17 -2.05

* frontier orbital gap: 8.22 eV
* DFT total energy: -2763.03993 Eh

***

[3]
Entry from the OMol25 dataset: a single C9H10ClN2P molecule (wB97M-V/def2-TZVPD).

Element x y z (Å)
1 C 3.87 -0.59 -0.18
2 C 3.17 0.46 -0.75
3 C 3.10 -1.61 0.43
4 C 1.76 0.58 -0.67
5 C 1.71 -1.51 0.52
6 C 1.04 -0.40 -0.01
7 C -2.21 0.90 -0.13
8 C -2.62 -0.16 0.84
9 C -3.18 1.98 -0.42
10 N -1.00 1.00 -0.43
11 N -0.31 -0.26 0.12
12 P -1.24 -1.40 0.93
13 Cl -1.92 -2.54 -0.60
14 H 4.95 -0.50 -0.39
15 H 3.80 1.11 -1.21
16 H 3.67 -2.42 0.85
17 H 1.16 1.43 -1.20
18 H 1.05 -2.38 0.98
19 H -2.93 0.14 1.90
20 H -3.64 -0.54 0.67
21 H -3.87 1.54 -1.04
22 H -2.59 2.91 -0.84
23 H -3.77 2.27 0.61

* frontier orbital gap: 8.62 eV
* ΔE to the lowest compared entry with this formula, charge and spin: 0.000 eV
* structure (SMILES): CC1=NN(c2ccccc2)P(Cl)C1
* DFT total energy: -1259.96066 Eh

***

[4]
Entry from the OMol25 dataset: a 4-piece molecular cluster, C10H30N3O7S overall (wB97M-V/def2-TZVPD).

Element x y z (Å)
1 C 1.85 -2.74 3.11
2 C 1.65 -1.96 1.81
3 C 2.24 -2.67 0.60
4 O 1.55 -2.50 -0.64
5 N 1.44 -1.14 -1.00
6 C 0.14 -0.68 -0.96
7 N -0.80 -1.25 -1.82
8 N -0.22 0.26 -0.15
9 C -1.55 0.88 -0.10
10 C -2.32 0.42 1.13
11 C -2.50 -1.08 1.26
12 S -3.57 -1.80 0.02
13 O -2.96 -3.04 -0.38
14 O -3.86 -0.83 -0.98
15 O -4.92 -2.14 0.78
16 H 1.61 -3.80 2.98
17 H 1.16 -2.35 3.86
18 H 2.86 -2.62 3.48
19 H 2.15 -1.00 1.93
20 H 0.59 -1.73 1.67
21 H 2.21 -3.75 0.77
22 H 3.30 -2.43 0.48
23 H 2.13 -0.54 -0.55
24 H -0.34 -1.32 -2.73
25 H -1.01 -2.19 -1.48
26 H 0.46 0.64 0.49
27 H -1.38 1.95 0.00
28 H -2.11 0.73 -1.01
29 H -3.27 0.94 1.20
30 H -1.75 0.74 2.01
31 H -2.91 -1.32 2.24
32 H -1.56 -1.63 1.17
33 H -4.85 -3.07 1.04
34 C 0.07 0.53 -5.26
35 O 0.69 -0.14 -4.15
36 H -0.41 1.42 -4.88
37 H 0.82 0.81 -6.00
38 H -0.68 -0.11 -5.73
39 H 1.12 -0.93 -4.50
40 C 0.19 3.42 2.43
41 O 1.15 2.36 2.27
42 H 0.05 3.88 1.45
43 H -0.76 3.02 2.78
44 H 0.55 4.17 3.13
45 H 1.28 1.96 3.14
46 C 2.19 3.43 -0.75
47 O 1.30 4.54 -0.78
48 H 1.64 2.61 -0.29
49 H 2.49 3.14 -1.76
50 H 3.07 3.64 -0.14
51 H 1.76 5.28 -1.17

* total charge: +1
* frontier orbital gap: 9.79 eV
* DFT total energy: -1487.81324 Eh

***

[5]
Entry from the OMol25 dataset: C35H29ClIrN4O2S as an isolated structure (wB97M-V/def2-TZVPD).

Element x y z (Å)
1 Ir 0.02 -1.45 -0.51
2 C -0.13 5.05 -0.02
3 O -0.24 4.74 1.36
4 C 0.81 4.11 1.95
5 C 0.69 3.91 3.33
6 C 1.70 3.27 4.02
7 C 2.80 2.77 3.34
8 C 2.94 3.00 1.98
9 C 1.95 3.67 1.28
10 N 3.79 2.09 4.15
11 N 4.20 0.97 3.86
12 C 3.64 0.26 2.74
13 C 4.45 -0.11 1.70
14 C 3.96 -0.73 0.54
15 C 2.61 -0.99 0.41
16 O 2.05 -1.54 -0.65
17 C 1.78 -0.67 1.52
18 N 0.44 -0.92 1.35
19 C -0.41 -0.72 2.33
20 C 0.02 -0.23 3.57
21 C 1.34 0.10 3.75
22 C 2.26 -0.09 2.70
23 H -1.04 5.57 -0.29
24 H -0.05 4.14 -0.63
25 H 0.73 5.69 -0.21
26 H -0.18 4.30 3.84
27 H 1.63 3.15 5.09
28 H 3.82 2.66 1.46
29 H 2.08 3.86 0.23
30 H 5.51 0.13 1.77
31 H 4.63 -0.99 -0.26
32 H -1.45 -0.93 2.13
33 H -0.70 -0.10 4.36
34 H 1.68 0.50 4.70
35 Cl -4.90 3.52 -0.42
36 C -3.41 2.66 -0.62
37 C -3.12 2.08 -1.84
38 C -1.92 1.40 -2.00
39 C -1.02 1.28 -0.94
40 C 0.25 0.51 -1.09
41 C -1.34 1.88 0.28
42 C -2.53 2.57 0.45
43 H -3.81 2.18 -2.66
44 H -1.68 0.96 -2.96
45 H 1.03 0.93 -0.46
46 H 0.60 0.49 -2.12
47 H -0.63 1.84 1.10
48 H -2.75 3.06 1.38
49 N -2.05 -1.54 -0.25
50 S -2.74 -2.54 -1.32
51 C -1.97 -2.09 -2.87
52 C -0.60 -1.86 -2.88
53 C 0.00 -1.31 -4.00
54 C -0.79 -0.99 -5.11
55 C -2.16 -1.22 -5.08
56 C -2.76 -1.76 -3.95
57 C -1.81 -4.03 -0.97
58 C -1.69 -5.00 -1.96
59 C -0.96 -6.14 -1.69
60 C -0.35 -6.31 -0.45
61 C -0.48 -5.34 0.53
62 C -1.23 -4.19 0.28
63 H -2.62 -0.70 -0.19
64 H 0.11 -2.34 -2.14
65 H 1.07 -1.14 -4.02
66 H -0.33 -0.57 -5.99
67 H -2.76 -0.97 -5.94
68 H -3.84 -1.90 -3.91
69 H -2.15 -4.86 -2.93
70 H -0.86 -6.90 -2.45
71 H 0.23 -7.20 -0.25
72 H -0.02 -5.47 1.50
73 H -1.38 -3.45 1.05

* total charge: +1
* frontier orbital gap: 6.37 eV
* ΔE to the lowest compared entry with this formula, charge and spin: 0.030 eV
* DFT total energy: -2683.06451 Eh

***

[6]
Entry from the OMol25 dataset: C41H46Cl5CrNPSTe as an isolated structure (wB97M-V/def2-TZVPD).

Element x y z (Å)
1 Cr 0.05 -0.13 0.27
2 Cl 2.99 0.19 1.18
3 C 1.96 -0.01 2.55
4 C 0.61 -0.26 2.23
5 C -0.17 -0.65 3.33
6 Cl -1.76 -1.20 2.98
7 C 0.29 -0.64 4.64
8 Cl -0.74 -1.09 5.95
9 C 1.61 -0.25 4.91
10 Cl 2.16 -0.11 6.53
11 C 2.46 0.03 3.84
12 Cl 4.11 0.42 4.15
13 C 3.14 5.06 0.83
14 C 2.48 4.57 2.13
15 C 1.61 3.33 1.89
16 C 0.96 3.43 0.51
17 C 2.05 3.25 -0.55
18 C 3.38 3.87 -0.10
19 P -0.42 2.17 0.27
20 C -1.89 2.99 1.17
21 C -2.08 2.29 2.52
22 C -3.09 3.06 3.37
23 C -2.53 4.43 3.78
24 C -1.57 4.98 2.73
25 C -1.96 4.52 1.33
26 C -1.00 2.53 -1.49
27 C -0.23 1.71 -2.53
28 C -1.11 1.57 -3.78
29 C -1.84 2.88 -4.09
30 C -1.09 4.07 -3.49
31 C -1.12 3.99 -1.95
32 H 4.08 5.57 1.06
33 H 2.49 5.78 0.33
34 H 1.88 5.38 2.56
35 H 3.25 4.32 2.86
36 H 0.87 3.23 2.68
37 H 2.24 2.45 1.92
38 H 0.52 4.43 0.42
39 H 1.74 3.71 -1.49
40 H 2.20 2.18 -0.73
41 H 3.94 4.20 -0.98
42 H 3.99 3.13 0.42
43 H -2.74 2.69 0.53
44 H -1.14 2.21 3.07
45 H -2.46 1.28 2.35
46 H -3.36 2.48 4.25
47 H -4.01 3.20 2.78
48 H -2.00 4.34 4.73
49 H -3.36 5.13 3.93
50 H -0.55 4.65 2.95
51 H -1.56 6.07 2.76
52 H -1.34 5.02 0.59
53 H -2.99 4.84 1.14
54 H -2.01 2.10 -1.47
55 H 0.02 0.71 -2.13
56 H 0.72 2.20 -2.79
57 H -1.84 0.78 -3.60
58 H -0.49 1.26 -4.62
59 H -2.85 2.86 -3.68
60 H -1.93 3.01 -5.17
61 H -1.55 5.01 -3.80
62 H -0.06 4.07 -3.84
63 H -2.06 4.40 -1.59
64 H -0.31 4.61 -1.56
65 Te -2.34 -0.90 -0.68
66 C -4.07 0.14 -0.06
67 C -4.93 -0.22 0.94
68 C -6.11 0.55 1.00
69 C -6.15 1.52 0.05
70 S -4.74 1.48 -0.94
71 H -4.72 -1.04 1.60
72 H -6.89 0.40 1.73
73 H -6.92 2.24 -0.14
74 N 0.80 -1.49 -0.56
75 C 1.37 -2.47 -1.15
76 C 2.31 -2.25 -2.24
77 C 2.60 -3.26 -3.17
78 C 3.42 -3.00 -4.25
79 C 3.97 -1.74 -4.44
80 C 3.71 -0.74 -3.51
81 C 2.89 -0.99 -2.43
82 C 1.02 -3.86 -0.77
83 C -0.33 -4.18 -0.61
84 C -0.72 -5.44 -0.23
85 C 0.23 -6.42 0.02
86 C 1.57 -6.12 -0.14
87 C 1.97 -4.86 -0.54
88 H 2.17 -4.24 -3.05
89 H 3.62 -3.79 -4.97
90 H 4.60 -1.54 -5.30
91 H 4.15 0.24 -3.64
92 H 2.69 -0.21 -1.70
93 H -1.07 -3.42 -0.82
94 H -1.78 -5.66 -0.13
95 H -0.07 -7.41 0.34
96 H 2.32 -6.88 0.05
97 H 3.02 -4.64 -0.66

* multiplicity: 5
* total charge: -1
* frontier orbital gap (spin up / spin down): 5.99 / 6.81 eV
* ΔE to the lowest compared entry with this formula, charge and spin: 0.437 eV
* DFT total energy: -5997.74990 Eh

***

[7]
Entry from the OMol25 dataset: C33H59BCl3N7OPSc as an isolated structure (wB97M-V/def2-TZVPD).

Element x y z (Å)
1 Sc -0.16 0.03 -0.09
2 C 2.46 -2.34 1.97
3 C 1.34 -2.84 2.88
4 C 1.10 -4.34 2.77
5 C 0.10 -1.96 2.89
6 C -0.68 -1.88 4.05
7 C -1.50 -0.80 3.88
8 N -1.25 -0.26 2.67
9 N -0.27 -1.00 2.03
10 B -1.45 1.26 2.43
11 N -2.35 1.52 1.22
12 C -3.50 2.19 1.16
13 C -3.90 2.26 -0.16
14 C -2.92 1.60 -0.88
15 N -1.97 1.14 -0.03
16 C -2.85 1.43 -2.37
17 C -2.51 2.76 -3.05
18 C -4.18 0.92 -2.93
19 N -0.05 1.86 2.22
20 C 0.56 2.75 3.02
21 C 1.91 2.70 2.78
22 C 2.09 1.72 1.81
23 N 0.88 1.24 1.44
24 C 3.40 1.12 1.39
25 C 4.51 2.18 1.33
26 C 3.36 0.34 0.09
27 H 3.41 -2.74 2.32
28 H 2.33 -2.66 0.94
29 H 2.52 -1.26 2.01
30 H 1.70 -2.68 3.90
31 H 0.84 -4.66 1.76
32 H 2.01 -4.87 3.05
33 H 0.30 -4.67 3.44
34 H -0.59 -2.50 4.93
35 H -2.20 -0.33 4.55
36 H -1.97 1.76 3.39
37 H -3.95 2.58 2.06
38 H -4.79 2.73 -0.54
39 H -2.06 0.72 -2.58
40 H -3.31 3.49 -2.89
41 H -1.59 3.19 -2.67
42 H -2.41 2.62 -4.13
43 H -4.97 1.66 -2.79
44 H -4.10 0.74 -4.00
45 H -4.51 0.00 -2.45
46 H -0.02 3.32 3.73
47 H 2.68 3.27 3.28
48 H 3.66 0.43 2.20
49 H 4.28 2.94 0.58
50 H 4.65 2.67 2.29
51 H 5.46 1.71 1.06
52 H 3.34 1.02 -0.75
53 H 4.25 -0.28 -0.02
54 H 2.52 -0.37 0.03
55 C 1.20 1.85 -3.88
56 C 1.63 0.89 -2.79
57 O 0.59 -0.01 -2.27
58 C 0.36 -1.08 -3.24
59 C -0.56 -0.70 -4.38
60 H 1.89 2.70 -3.86
61 H 0.20 2.23 -3.70
62 H 1.25 1.43 -4.88
63 H 1.96 1.46 -1.94
64 H 2.46 0.26 -3.11
65 H -0.05 -1.91 -2.68
66 H 1.34 -1.39 -3.61
67 H -1.59 -0.59 -4.06
68 H -0.52 -1.48 -5.14
69 H -0.26 0.22 -4.88
70 Cl 2.79 4.82 -1.58
71 C 1.09 4.86 -1.09
72 Cl 0.91 5.63 0.48
73 Cl 0.11 5.66 -2.31
74 C 0.65 3.46 -0.98
75 N 0.32 2.37 -0.89
76 C -1.76 -3.94 -3.36
77 C -2.64 -3.37 -2.25
78 C -3.79 -2.57 -2.85
79 P -1.86 -2.53 -0.76
80 C -3.36 -2.70 0.34
81 C -3.11 -3.30 1.71
82 C -4.11 -1.37 0.49
83 C -0.69 -3.82 -0.14
84 C 0.69 -3.68 -0.78
85 C -1.18 -5.27 -0.20
86 H -2.36 -4.65 -3.94
87 H -0.89 -4.48 -3.01
88 H -1.43 -3.18 -4.06
89 H -3.08 -4.24 -1.74
90 H -3.44 -1.65 -3.31
91 H -4.56 -2.32 -2.12
92 H -4.27 -3.16 -3.64
93 H -4.00 -3.39 -0.21
94 H -2.46 -2.67 2.31
95 H -2.67 -4.30 1.67
96 H -4.06 -3.38 2.24
97 H -4.25 -0.85 -0.46
98 H -3.57 -0.71 1.16
99 H -5.09 -1.55 0.92
100 H -0.61 -3.53 0.91
101 H 1.40 -4.35 -0.29
102 H 1.10 -2.67 -0.69
103 H 0.69 -3.93 -1.84
104 H -2.19 -5.39 0.20
105 H -0.52 -5.91 0.39
106 H -1.18 -5.65 -1.21

* total charge: +2
* frontier orbital gap: 8.25 eV
* DFT total energy: -4258.54012 Eh